Record 1
DFT (ωB97M-V with the def2-TZVPD basis set) results for a structure of composition C23H22F3N8S3Y.

XYZ file:
```
60
Properties=species:S:1:pos:R:3:forces:R:3:lowdin_charge:R:1
Y -0.2000 -0.2426 -0.5288 -0.3 0.3 0.3 0.987
C -4.2205 2.0039 -1.7607 0.0 -0.1 0.0 0.008
C -3.2051 0.9841 -1.3488 0.1 0.0 -0.1 -0.247
N -2.0021 0.9683 -1.8004 0.0 0.0 0.0 -0.032
N -1.6658 1.8983 -2.7461 0.0 0.1 -0.1 0.009
C -0.4135 1.9729 -3.2521 0.0 -0.1 0.1 -0.794
N -0.2440 2.8192 -4.2621 0.0 0.0 0.0 0.140
S 0.8930 1.0693 -2.6635 -0.1 0.1 -0.1 0.685
C -3.5510 -0.0958 -0.3903 0.0 0.0 0.0 -0.212
C -4.8701 -0.3826 -0.0912 -0.1 0.0 0.0 0.023
C -5.1634 -1.4539 0.7434 0.0 0.0 0.0 0.000
C -4.1230 -2.2073 1.2470 0.0 0.0 0.0 -0.001
C -2.8277 -1.8551 0.8974 0.0 0.0 0.0 -0.115
N -2.5326 -0.8243 0.1100 -0.1 0.1 -0.1 0.000
H -4.6364 1.7738 -2.7462 0.0 0.0 0.0 0.118
H -5.0428 2.0536 -1.0556 0.0 0.0 0.0 0.088
H -3.7672 2.9961 -1.7948 0.0 0.0 0.0 0.098
H -2.4073 2.4130 -3.2003 0.0 0.0 0.0 0.145
H -1.0015 3.3218 -4.6975 0.0 0.0 0.0 0.132
H 0.6672 2.8808 -4.6872 0.0 0.0 0.0 0.118
H -5.6740 0.1979 -0.5172 0.0 0.0 0.0 0.120
H -6.1903 -1.6971 0.9800 0.0 0.0 0.0 0.131
H -4.2960 -3.0608 1.8861 0.0 0.0 0.0 0.127
H -1.9948 -2.4472 1.2508 0.0 0.0 0.0 0.086
C 1.1087 4.7212 0.2941 0.0 0.1 0.0 -0.007
N 1.5986 3.5704 1.0412 0.0 0.0 0.0 -0.101
C 2.8503 3.4504 1.6202 0.0 0.1 -0.1 -0.002
C 2.9058 2.2486 2.2135 -0.1 -0.1 0.1 -0.009
N 1.6696 1.6353 2.0010 0.1 0.0 0.0 0.001
C 0.8692 2.4666 1.2759 0.1 0.0 0.1 -0.704
S -0.7375 2.2169 0.7900 -0.1 -0.1 -0.1 0.660
C 1.3113 0.3867 2.5808 0.0 0.0 0.0 -0.259
C 1.6390 0.1563 3.9037 0.0 0.1 0.0 0.033
C 1.3946 -1.0985 4.4373 0.0 0.0 0.0 -0.001
C 0.8388 -2.0712 3.6235 0.0 0.0 0.1 -0.010
C 0.5225 -1.7381 2.3216 0.0 -0.1 0.0 -0.109
N 0.7363 -0.5229 1.7954 0.1 0.0 0.0 0.037
H 1.8977 5.4656 0.2463 0.0 0.0 0.0 0.103
H 0.2368 5.1441 0.7877 0.0 0.0 0.0 0.099
H 0.8320 4.4152 -0.7132 0.0 0.0 0.0 0.087
H 3.5914 4.2266 1.5461 0.0 0.0 0.0 0.141
H 3.7003 1.7613 2.7494 0.0 0.0 0.0 0.139
H 2.0691 0.9494 4.4992 0.0 0.0 0.0 0.133
H 1.6424 -1.3101 5.4686 0.0 0.0 0.0 0.131
H 0.6547 -3.0723 3.9861 0.0 0.0 0.0 0.127
H 0.1160 -2.4831 1.6457 0.0 0.0 0.0 0.087
F 3.0013 -5.7946 -1.8502 -0.1 0.0 0.0 0.153
C 1.9475 -4.9825 -1.6949 0.1 0.0 0.1 -0.615
F 1.2027 -5.4770 -0.6915 0.0 0.0 0.0 0.135
F 1.2215 -5.0403 -2.8132 0.0 0.0 0.0 0.149
C 2.3979 -3.5723 -1.3844 0.0 0.0 0.0 -0.100
C 3.7413 -3.2858 -1.2694 0.0 0.0 0.0 0.041
C 4.1517 -1.9888 -0.9640 0.1 -0.1 0.0 -0.024
C 3.1853 -1.0371 -0.7788 -0.1 0.2 0.0 -0.129
N 1.8728 -1.3021 -0.8833 0.4 -0.2 -0.1 -0.145
C 1.4557 -2.5454 -1.1949 0.1 -0.1 0.0 -0.670
S -0.2761 -2.7571 -1.3154 -0.1 -0.1 0.1 0.646
H 4.4687 -4.0719 -1.4182 0.0 0.0 0.0 0.137
H 5.1989 -1.7392 -0.8806 0.0 0.0 0.0 0.119
H 3.4518 -0.0109 -0.5473 0.0 0.0 0.0 0.114
```
Positions in Å, forces in eV/Å.

As for the LUMO energy: -6.1491 eV. As for the net charge: +2. The value obtained for the relative energy (zero: lowest compared OMol25 entry of this formula, charge and spin) is 0.00 kJ/mol. As for the orbital gap: 0.2615 Eh. The total energy is -77823.472 eV.


Record 2
DFT (ωB97M-V with the def2-TZVPD basis set) results for a structure of composition C38H51N6O4PdS2SbSi at a distorted geometry.

XYZ file:
```
104
Properties=species:S:1:pos:R:3:forces:R:3:lowdin_charge:R:1
Pd -0.1931 0.0993 -1.1029 -0.1 -1.2 0.7 0.596
C 2.0297 0.3476 4.1070 0.0 0.0 0.0 -0.045
C 0.7611 1.0913 4.5128 -0.1 0.0 -0.1 -0.633
C 1.0430 2.5807 4.6391 0.0 0.1 0.0 -0.028
C 0.1988 0.5361 5.8149 0.0 0.0 0.0 -0.025
O -0.2570 0.9740 3.4960 0.1 0.0 0.1 -0.146
Si -0.6814 -0.2468 2.5028 0.0 0.1 0.0 -0.089
S 0.6998 -0.5143 0.8907 0.2 0.3 -0.1 0.545
O -0.6065 -1.6005 3.4226 0.1 -0.2 0.0 -0.150
C -0.8877 -2.9875 3.1659 -0.1 0.1 0.0 -0.637
C -1.3886 -3.5598 4.4863 0.0 0.0 0.0 -0.025
C -1.9477 -3.1392 2.0793 -0.1 -0.1 0.0 -0.037
C 0.4078 -3.6619 2.7455 0.1 -0.1 0.0 -0.033
O -2.1581 0.0199 1.9146 -0.2 0.0 0.0 -0.170
C -3.3195 0.7051 2.4163 0.1 -0.1 0.0 -0.625
C -3.0738 2.2065 2.3898 -0.1 0.1 0.0 -0.025
C -4.4462 0.3300 1.4629 0.0 0.0 0.0 -0.026
C -3.6175 0.2255 3.8322 -0.1 0.0 0.0 -0.018
H 2.8059 0.4916 4.8635 -0.1 0.0 0.0 0.091
H 2.4017 0.7202 3.1518 0.0 0.0 0.0 0.070
H 1.8395 -0.7231 4.0184 0.0 0.0 0.0 0.074
H 1.7788 2.7717 5.4237 0.0 0.0 0.0 0.088
H 0.1242 3.1153 4.8864 0.0 0.0 0.0 0.087
H 1.4272 2.9710 3.6951 0.0 0.0 0.0 0.086
H 0.9287 0.6337 6.6222 0.0 0.0 0.0 0.089
H -0.0554 -0.5173 5.6954 0.0 0.0 0.0 0.076
H -0.7016 1.0861 6.0975 0.0 0.0 0.0 0.087
H -2.2994 -3.0445 4.7970 0.0 0.0 0.0 0.084
H -0.6334 -3.4259 5.2628 0.0 0.0 0.0 0.087
H -1.6060 -4.6267 4.3924 0.0 0.0 0.0 0.088
H -2.8647 -2.6214 2.3653 0.0 0.0 0.0 0.076
H -2.1774 -4.2007 1.9358 0.0 0.1 0.0 0.091
H -1.6099 -2.7250 1.1262 0.0 0.0 0.0 0.065
H 1.1577 -3.5639 3.5339 0.0 0.0 0.0 0.092
H 0.7888 -3.1963 1.8373 0.0 0.0 0.0 0.033
H 0.2410 -4.7260 2.5572 0.0 0.0 0.0 0.092
H -2.8507 2.5312 1.3733 0.0 0.0 0.1 0.062
H -2.2346 2.4699 3.0331 0.0 0.0 0.0 0.080
H -3.9639 2.7366 2.7395 0.0 0.0 0.0 0.091
H -4.1705 0.6107 0.4455 0.0 0.0 0.0 0.080
H -5.3735 0.8394 1.7369 0.0 0.0 0.0 0.089
H -4.6173 -0.7487 1.4902 0.0 0.0 0.0 0.069
H -2.8003 0.4870 4.5082 0.0 0.0 0.0 0.079
H -3.7502 -0.8582 3.8472 0.0 0.0 0.0 0.079
H -4.5338 0.6898 4.2058 0.0 0.0 0.0 0.091
C -4.3718 -4.3524 -1.2654 0.0 -0.1 0.0 -0.094
C -4.7340 -2.8864 -1.0388 0.0 0.1 0.0 -0.240
C -3.8388 -1.9724 -1.8129 0.1 0.0 0.1 -0.613
N -2.7937 -1.4210 -1.3131 0.1 0.0 0.0 0.044
N -2.0890 -0.6720 -2.2193 0.1 0.3 -0.1 -0.075
C -2.6197 -0.6582 -3.4085 0.1 0.1 -0.1 -0.698
N -2.0738 0.0043 -4.4593 0.0 0.1 0.1 0.110
S -4.0586 -1.6184 -3.5064 -0.1 0.0 -0.1 1.104
H -4.9932 -5.0038 -0.6504 0.0 0.0 0.0 0.075
H -3.3273 -4.5268 -1.0020 0.0 0.0 0.0 0.072
H -4.5114 -4.6394 -2.3095 0.0 0.0 0.0 0.071
H -4.6189 -2.6206 0.0135 0.0 0.0 0.0 0.096
H -5.7768 -2.7012 -1.3066 0.0 0.0 0.0 0.110
H -1.5310 0.8395 -4.2215 -0.1 -0.1 0.0 0.042
H -2.6389 0.0877 -5.2853 0.0 0.0 0.0 0.093
C 6.4109 -0.5611 -5.3790 0.0 0.0 0.0 -0.096
C 5.8972 0.7218 -5.5066 0.0 0.0 0.0 -0.091
C 4.6237 1.0125 -5.0356 0.0 0.0 0.0 -0.136
C 3.8471 0.0326 -4.4197 0.1 0.0 0.0 -0.389
C 4.3706 -1.2527 -4.3077 0.0 -0.1 0.0 -0.137
C 5.6432 -1.5495 -4.7811 0.0 0.0 0.0 -0.089
Sb 1.8407 0.4979 -3.7926 -0.1 0.0 -0.1 1.510
C 1.8000 -0.9939 -2.2347 0.0 0.3 0.0 -0.490
C 0.8082 -1.9841 -2.2617 -0.1 0.1 0.2 -0.211
C 0.9059 -3.1179 -1.4414 0.1 0.0 0.0 -0.090
C 1.9957 -3.2637 -0.6146 0.0 -0.1 0.0 -0.107
C 2.9892 -2.2770 -0.5706 0.0 0.0 0.0 -0.100
C 2.8893 -1.1563 -1.3592 0.1 -0.1 0.0 -0.191
C 2.3549 2.2079 -2.6209 0.0 0.2 -0.1 -0.394
C 2.4790 2.2288 -1.2360 0.1 0.1 0.0 -0.139
C 2.7206 3.4188 -0.5598 0.0 0.0 0.0 -0.074
C 2.8483 4.6082 -1.2590 0.0 0.0 0.0 -0.100
C 2.7324 4.6039 -2.6416 0.1 0.0 0.0 -0.095
C 2.4828 3.4149 -3.3131 -0.1 0.0 0.0 -0.171
H 7.4042 -0.7896 -5.7451 0.0 0.0 0.0 0.100
H 6.4894 1.5002 -5.9729 0.0 0.0 0.0 0.102
H 4.2521 2.0250 -5.1453 0.0 0.0 0.0 0.083
H 3.7917 -2.0418 -3.8399 0.0 0.0 0.0 0.091
H 6.0337 -2.5551 -4.6793 0.0 0.0 0.0 0.102
H -0.0045 -1.9107 -2.9715 0.0 -0.1 -0.1 0.073
H 0.1315 -3.8743 -1.4730 0.0 0.0 0.0 0.110
H 2.0862 -4.1423 0.0125 0.0 0.0 0.0 0.107
H 3.8370 -2.3970 0.0925 0.0 0.0 0.0 0.115
H 3.6652 -0.4001 -1.3226 0.0 -0.1 0.0 0.111
H 2.3956 1.3252 -0.6566 -0.1 -0.2 0.1 0.039
H 2.7976 3.4085 0.5217 0.0 0.0 0.0 0.108
H 3.0113 5.5391 -0.7313 0.0 0.0 0.0 0.103
H 2.8177 5.5307 -3.1965 0.0 0.0 0.0 0.104
H 2.3556 3.4480 -4.3913 0.0 0.0 0.0 0.088
N -0.6784 4.7745 -3.6813 0.0 0.1 0.0 0.183
C -0.8002 3.6462 -2.9394 0.0 -0.2 -0.1 -0.537
O -0.9604 2.5416 -3.4782 -0.1 0.0 -0.1 -0.064
C -0.7229 3.7868 -1.5006 -0.3 -0.1 0.1 -0.181
C -0.9666 2.6353 -0.7888 0.4 0.2 0.3 -0.144
N -1.1786 1.6374 -0.2086 -0.1 0.1 -0.7 0.077
C -0.3498 4.9981 -0.8765 0.2 0.0 0.1 -0.237
N -0.0179 6.0044 -0.4176 -0.1 0.0 -0.1 0.151
H -0.4936 4.6473 -4.6608 0.0 0.0 0.0 0.110
H -0.3728 5.6301 -3.2467 0.0 0.0 0.0 0.095
```
Positions in Å, forces in eV/Å.

As for the LUMO energy (spin up / spin down): -1.3457 / -1.3441 eV. As for the orbital gap (spin up / spin down): 0.2462 / 0.2463 Eh. The total energy is -96934.418 eV.


Record 3
DFT (ωB97M-V with the def2-TZVPD basis set) results for a cluster of 3 separate species, C13H21FNO4 in total at a distorted geometry.

XYZ file:
```
40
Properties=species:S:1:pos:R:3:forces:R:3:lowdin_charge:R:1
F 3.2873 2.6258 1.8293 1.4 -3.3 -2.0 0.050
C 3.6329 1.4453 1.1481 -0.5 -2.6 -1.3 -0.089
C 5.0869 1.0711 0.7445 -2.2 -1.8 -0.5 0.078
C 5.3849 -0.2614 0.0224 -3.2 2.5 1.8 0.040
N 4.2783 -1.1460 -0.2501 -0.6 2.6 1.3 0.046
C 2.9047 -0.8604 0.0685 0.8 3.2 1.5 0.052
C 2.4803 0.4594 0.7803 4.0 -1.1 -1.0 0.092
H 5.9194 1.7973 1.0141 -1.2 -1.2 -0.5 0.129
H 6.4413 -0.5450 -0.2904 -1.8 0.3 0.5 0.149
H 4.4797 -2.0477 -0.7078 -0.2 0.7 0.3 0.168
H 2.1006 -1.6241 -0.1961 1.5 1.0 0.4 0.154
H 1.3822 0.6638 1.0100 1.8 -0.4 -0.3 0.125
O -1.6052 1.2822 -0.0596 0.0 0.2 -0.6 0.087
C -1.2396 2.0086 -0.9568 -0.1 -0.3 0.1 -0.519
O -1.9951 2.1637 -2.0554 -0.3 -0.1 0.4 0.011
C -1.7427 3.1330 -3.0854 0.2 0.1 -0.3 -0.220
C -0.7503 2.6041 -4.1004 0.2 -0.2 0.0 -0.064
C 0.1056 2.6720 -0.8945 0.2 0.7 0.2 0.000
H -1.4376 4.0907 -2.6568 0.1 -0.1 0.1 0.117
H -2.7007 3.3090 -3.5796 0.0 -0.2 0.3 0.129
H 0.2218 2.3998 -3.6452 0.0 0.1 0.0 0.064
H -0.6073 3.3230 -4.9100 0.0 -0.1 0.1 0.087
H -1.1033 1.6611 -4.5248 -0.1 0.1 0.0 0.087
H 0.8633 1.9668 -1.2423 0.0 0.1 -0.1 0.081
H 0.3105 2.9404 0.1448 0.0 -0.2 -0.1 0.091
H 0.1736 3.5948 -1.4664 0.1 -0.1 -0.2 0.076
O -0.4916 -4.5066 1.2900 -0.3 0.8 0.1 0.082
C -1.4606 -3.7964 1.4460 0.1 -0.7 0.1 -0.531
O -1.3014 -2.5005 1.7725 0.6 0.1 -0.3 -0.017
C -2.3614 -1.5294 1.8003 -0.3 0.2 0.2 -0.232
C -3.0899 -1.5534 3.1284 0.0 -0.2 0.1 -0.061
C -2.8501 -4.3624 1.3680 -0.4 0.0 -0.6 0.011
H -3.0336 -1.6575 0.9488 0.1 -0.1 0.1 0.119
H -1.8845 -0.5555 1.6708 0.1 -0.2 -0.1 0.098
H -3.5717 -2.5173 3.3066 -0.1 0.1 -0.1 0.070
H -3.8546 -0.7744 3.1623 0.1 0.0 0.0 0.086
H -2.3891 -1.3954 3.9519 0.0 0.1 -0.1 0.084
H -3.1093 -4.8064 2.3309 0.0 0.0 -0.1 0.102
H -2.8657 -5.1369 0.5982 0.1 0.0 0.3 0.096
H -3.6077 -3.6349 1.0846 0.0 0.0 0.2 0.072
```
Positions in Å, forces in eV/Å.

As for the LUMO energy: -5.1901 eV. As for the net charge: +1. As for the orbital gap: 0.2542 Eh. The total energy is -26209.318 eV.